# 1
# C3HN2O2

The ion C3HN2O2 with charge -1 in a non-equilibrium geometry (wB97M-V/def2-TZVPD, OMol25).

Atoms and positions in Å:
H  -0.537  1.121  -1.622
N  -0.133  1.429  -0.693
C  0.094  0.454  0.073
C  0.623  0.472  1.286
N  1.081  0.525  2.376
C  -0.249  -1.037  -0.366
O  -0.328  -1.211  -1.594
O  -0.551  -1.754  0.540

Force components x, y, z for each atom (eV/Å):
0.718 -0.329 1.399
-0.377 1.196 -0.610
-2.012 -2.066 -5.826
3.437 1.561 8.560
-1.259 -0.323 -3.322
-0.467 1.782 -2.655
0.368 0.280 -0.439
-0.409 -2.101 2.893

As for the HOMO-LUMO gap: 8.7 eV. Its energy above the lowest of the compared OMol25 structures with the same formula, charge and spin is 78.7 kJ/mol. The total energy is -10203.044 eV. The HOMO energy is -4.79 eV. Its structure (SMILES) is [H]/N=C(/C#N)C(=O)[O-]. As for the LUMO energy: 3.92 eV. The calculation puts the strongest force on any atom at 9.355 eV Å⁻¹. The total charge is -1.

Atom charges from the Löwdin analysis, given in e for atoms 1 to 5: 0.08 0.15 -0.37 -0.21 0.16

# 2
# C3HN2O2

A cluster of 2 separate species, C3HN2O2 in total in a non-equilibrium geometry (wB97M-V/def2-TZVPD, OMol25).

Atoms and positions in Å:
C  2.757  1.350  -0.073
C  0.699  0.587  0.396
C  0.040  1.311  1.625
N  3.808  1.710  -0.376
N  0.373  -0.212  -0.460
O  -1.175  1.288  1.405
O  0.728  1.725  2.535
H  -0.530  -0.666  -0.497

Force components x, y, z for each atom (eV/Å):
-0.084 -0.021 0.057
1.188 0.719 -0.196
-1.454 -0.666 1.009
1.024 0.362 -0.305
0.244 -0.508 -0.441
-0.771 0.539 -0.202
0.708 -0.019 -0.138
-0.856 -0.407 0.216

As for the HOMO-LUMO gap (alpha / beta): 6.4 / 6.3 eV. Its energy above the lowest of the compared OMol25 structures with the same formula, charge and spin is 258.1 kJ/mol. The total energy is -10197.776 eV. As for the multiplicity: 3. The HOMO energy (alpha / beta) is -2.17 / -5.86 eV. As for the LUMO energy (alpha / beta): 4.23 / 0.43 eV. The calculation puts the strongest force on any atom at 1.891 eV Å⁻¹. The total charge is -1.

Atom charges from the Löwdin analysis, given in e for atoms 1 to 5: -0.20 -0.20 -0.72 -0.06 0.10

# 3
# C3HN3

A cluster of 2 separate species, C3HN3 in total in a non-equilibrium geometry (wB97M-V/def2-TZVPD, OMol25).

Atoms and positions in Å:
C  0.359  1.220  0.368
C  -0.601  0.624  1.187
C  0.131  -1.467  0.130
N  0.959  1.614  -0.495
N  -1.549  0.187  1.697
N  0.258  -1.342  -1.016
H  0.443  -0.837  -1.871

Force components x, y, z for each atom (eV/Å):
-2.297 -1.238 2.441
-1.658 0.101 0.851
0.355 -1.418 0.224
2.144 1.463 -2.318
1.381 0.947 -0.357
0.205 0.622 -1.085
-0.131 -0.477 0.244

As for the HOMO-LUMO gap: 11.2 eV. Its energy above the lowest of the compared OMol25 structures with the same formula, charge and spin is 138.3 kJ/mol. The total energy is -7593.948 eV. The HOMO energy is -11.48 eV. As for the LUMO energy: -0.31 eV. The calculation puts the strongest force on any atom at 3.573 eV Å⁻¹.

Atom charges from the Löwdin analysis, given in e for atoms 1 to 5: -0.24 -0.27 -0.06 0.20 0.20